84
Properties=species:S:1:pos:R:3:lowdin_charge:R:1 method="wB97M-V/def2-TZVPD" homo_ev="-10.0311 / -13.1238" multiplicity=6 s_squared=8.791 e_lumo_ev="-4.69 / -6.38" total_charge=+2
Ir 0.77 0.10 -2.66 1.45
Cl -1.99 -0.94 -3.08 0.72
C -2.08 0.65 -2.35 -0.72
C -0.87 1.28 -2.15 -0.41
C -0.85 2.45 -1.42 -0.69
Cl 0.69 3.19 -1.07 0.71
C -2.03 3.01 -0.93 -0.70
Cl -1.99 4.45 -0.01 0.72
C -3.25 2.37 -1.19 -0.70
Cl -4.71 3.05 -0.61 0.73
C -3.28 1.17 -1.90 -0.72
Cl -4.75 0.35 -2.18 0.74
F -3.67 0.17 1.10 0.06
C -2.47 -0.07 1.70 -0.19
C -1.38 -0.17 0.87 0.09
C -0.09 -0.36 1.40 -0.08
C 1.03 -0.42 0.57 -0.24
O 0.83 -0.44 -0.74 -0.29
C 2.35 -0.51 1.21 -0.04
C 2.40 -0.74 2.58 0.08
N 1.30 -0.75 3.36 0.03
C 1.43 -0.92 4.79 -0.27
C 2.40 -1.92 5.33 -0.07
C 0.93 -2.17 5.43 -0.09
C 0.01 -0.49 2.81 -0.10
C -1.10 -0.41 3.61 0.05
C -2.39 -0.17 3.08 -0.14
N -3.50 -0.08 3.96 -0.10
C -4.88 -0.19 3.46 -0.13
C -5.81 -0.27 4.67 -0.07
N -5.04 -0.88 5.81 0.06
C -3.99 0.08 6.32 -0.07
C -3.42 0.82 5.10 -0.13
C 3.61 -0.37 0.57 -0.38
O 4.72 -0.69 0.85 0.18
O 3.44 0.43 -0.70 -0.26
H -1.52 -0.09 -0.20 0.09
H 3.35 -0.87 3.07 0.16
H 1.32 0.01 5.34 0.16
H 2.95 -1.64 6.22 0.12
H 2.95 -2.53 4.63 0.11
H 0.45 -2.10 6.40 0.11
H 0.52 -2.93 4.77 0.12
H -1.00 -0.57 4.68 0.11
H -4.96 -1.09 2.86 0.14
H -5.19 0.66 2.85 0.13
H -6.69 -0.88 4.47 0.14
H -6.15 0.70 5.02 0.14
H -4.56 -1.71 5.46 0.18
H -5.66 -1.18 6.57 0.19
H -3.24 -0.51 6.83 0.13
H -4.46 0.76 7.03 0.14
H -2.39 1.11 5.30 0.13
H -3.98 1.74 4.92 0.14
F 2.20 0.65 -9.42 0.17
C 1.06 -0.01 -9.19 -0.60
F 1.17 -1.23 -9.71 0.16
F 0.08 0.64 -9.83 0.17
C 0.77 -0.05 -7.70 -0.08
C 0.55 1.14 -7.03 0.04
C 0.37 1.09 -5.66 -0.11
N 0.39 -0.06 -4.98 -0.12
C 0.57 -1.20 -5.64 -0.12
C 0.77 -1.24 -7.01 0.04
H 0.53 2.08 -7.55 0.14
H 0.20 1.99 -5.08 0.12
H 0.55 -2.11 -5.05 0.12
H 0.91 -2.19 -7.51 0.13
C 5.70 0.00 -2.42 -0.13
Si 3.92 -0.34 -2.27 0.46
C 3.52 -2.10 -1.97 -0.13
C 3.85 1.82 -0.47 0.01
C 2.74 0.56 -3.33 -0.36
H 6.20 -0.32 -1.50 0.06
H 5.90 1.06 -2.58 0.05
H 6.13 -0.56 -3.25 0.06
H 4.03 -2.47 -1.08 0.06
H 3.87 -2.70 -2.82 0.06
H 2.45 -2.25 -1.84 0.03
H 4.87 1.83 -0.08 0.12
H 3.14 2.24 0.24 0.09
H 3.79 2.34 -1.42 0.09
H 2.84 0.29 -4.38 0.01
H 2.82 1.65 -3.25 0.01

=====

110
Properties=species:S:1:pos:R:3:lowdin_charge:R:1 method="wB97M-V/def2-TZVPD" homo_ev=-10.5502 smiles="O=C1OC[C@@H](F)O1.O=C1OC[C@@H](F)O1.O=C1OC[C@@H](F)O1.O=C1OC[C@@H](F)O1.O=C1OC[C@@H](F)O1.O=C1OC[C@@H](F)O1.O=C1OC[C@@H](F)O1.O=C1OC[C@@H](F)O1.O=C1OC[C@@H](F)O1.O=C1OC[C@@H](F)O1.O=C1OC[C@@H](F)O1" e_lumo_ev=-0.32
O 17.38 -12.98 -4.64 0.19
C 17.14 -12.31 -3.68 -0.55
O 16.20 -12.63 -2.75 0.07
C 15.97 -11.48 -1.95 -0.06
C 17.21 -10.61 -2.21 -0.28
F 18.10 -10.75 -1.19 0.07
O 17.73 -11.15 -3.40 0.16
H 15.06 -10.99 -2.33 0.11
H 15.75 -11.66 -0.90 0.14
H 16.96 -9.55 -2.25 0.17
O 12.15 -12.56 0.28 0.18
C 12.05 -11.51 -0.28 -0.55
O 12.50 -10.33 0.18 0.07
C 11.92 -9.28 -0.57 -0.04
C 11.51 -9.99 -1.87 -0.28
F 12.56 -10.01 -2.74 0.05
O 11.27 -11.28 -1.37 0.12
H 11.02 -8.92 -0.05 0.15
H 12.69 -8.52 -0.69 0.15
H 10.66 -9.51 -2.34 0.17
O 13.83 -19.36 -1.12 0.17
C 13.69 -18.21 -0.89 -0.53
O 14.51 -17.26 -1.39 0.10
C 14.15 -16.02 -0.85 -0.09
C 12.77 -16.26 -0.31 -0.27
F 11.92 -16.04 -1.37 0.04
O 12.80 -17.64 -0.03 0.14
H 14.80 -15.71 -0.03 0.15
H 14.09 -15.20 -1.56 0.13
H 12.58 -15.57 0.51 0.17
O 10.28 -13.80 -6.13 0.18
C 9.65 -13.81 -5.12 -0.54
O 9.05 -12.82 -4.52 0.07
C 8.21 -13.32 -3.47 0.01
C 9.14 -14.46 -3.01 -0.26
F 8.27 -15.45 -2.58 0.03
O 9.73 -14.89 -4.22 0.09
H 8.09 -12.47 -2.79 0.14
H 7.26 -13.61 -3.91 0.15
H 9.86 -14.32 -2.20 0.17
O 13.39 -11.25 -12.86 0.17
C 13.47 -12.06 -11.99 -0.58
O 14.19 -13.20 -12.10 0.09
C 13.89 -14.03 -10.98 -0.04
C 13.10 -13.15 -10.03 -0.29
F 13.77 -12.83 -8.89 0.07
O 12.89 -11.99 -10.81 0.13
H 13.26 -14.88 -11.26 0.13
H 14.80 -14.42 -10.53 0.14
H 12.13 -13.58 -9.79 0.16
O 9.05 -21.02 -5.05 0.18
C 9.68 -20.34 -4.32 -0.56
O 10.99 -20.56 -4.03 0.07
C 11.45 -19.63 -3.06 -0.06
C 10.27 -18.68 -2.90 -0.28
F 10.54 -17.42 -3.34 0.04
O 9.25 -19.24 -3.68 0.15
H 11.67 -20.23 -2.18 0.14
H 12.29 -19.01 -3.38 0.13
H 10.08 -18.48 -1.83 0.17
O 12.12 -16.03 -9.45 0.16
C 11.77 -16.64 -8.48 -0.53
O 10.49 -17.02 -8.29 0.08
C 10.33 -17.66 -7.04 -0.04
C 11.74 -17.62 -6.43 -0.26
F 12.34 -18.84 -6.50 0.07
O 12.42 -16.75 -7.32 0.13
H 9.68 -17.06 -6.41 0.14
H 9.95 -18.66 -7.23 0.15
H 11.80 -17.17 -5.44 0.13
O 12.84 -15.84 -3.98 0.14
C 13.06 -14.69 -4.27 -0.54
O 12.74 -13.70 -3.44 0.09
C 12.81 -12.49 -4.21 -0.04
C 13.28 -12.89 -5.61 -0.27
F 14.54 -12.43 -5.90 0.07
O 13.36 -14.28 -5.51 0.13
H 11.83 -12.04 -4.14 0.12
H 13.48 -11.75 -3.77 0.11
H 12.60 -12.55 -6.39 0.15
O 17.32 -16.88 -9.71 0.16
C 16.87 -16.28 -8.77 -0.58
O 15.92 -16.76 -7.97 0.10
C 15.53 -15.67 -7.15 -0.09
C 16.71 -14.73 -7.18 -0.28
F 17.66 -15.15 -6.31 0.08
O 17.18 -15.00 -8.51 0.14
H 14.63 -15.17 -7.50 0.12
H 15.29 -15.94 -6.12 0.12
H 16.41 -13.71 -6.96 0.15
O 18.33 -18.16 -3.29 0.18
C 17.32 -18.59 -3.76 -0.57
O 16.48 -19.39 -3.10 0.09
C 15.46 -19.81 -3.99 -0.04
C 15.57 -18.79 -5.15 -0.28
F 14.64 -17.80 -5.00 0.05
O 16.85 -18.27 -4.98 0.15
H 15.68 -20.81 -4.36 0.14
H 14.49 -19.85 -3.49 0.11
H 15.39 -19.28 -6.10 0.17
O 10.49 -10.10 -5.42 0.15
C 10.88 -9.72 -6.48 -0.56
O 11.05 -8.44 -6.85 0.08
C 11.18 -8.39 -8.28 -0.02
C 11.71 -9.78 -8.56 -0.29
F 13.08 -9.72 -8.51 0.07
O 11.20 -10.53 -7.49 0.14
H 10.19 -8.24 -8.71 0.15
H 11.89 -7.60 -8.48 0.15
H 11.45 -10.22 -9.52 0.17

=====

110
Properties=species:S:1:pos:R:3:lowdin_charge:R:1 method="wB97M-V/def2-TZVPD" homo_ev=-10.8462 smiles="O=C1OC[C@@H](F)O1.O=C1OC[C@@H](F)O1.O=C1OC[C@@H](F)O1.O=C1OC[C@@H](F)O1.O=C1OC[C@@H](F)O1.O=C1OC[C@@H](F)O1.O=C1OC[C@@H](F)O1.O=C1OC[C@@H](F)O1.O=C1OC[C@@H](F)O1.O=C1OC[C@@H](F)O1.O=C1OC[C@@H](F)O1" e_lumo_ev=-0.41
O 2.96 2.98 0.22 0.17
C 2.78 4.15 0.15 -0.57
O 3.72 5.10 0.19 0.09
C 3.11 6.38 0.32 -0.05
C 1.64 6.11 -0.02 -0.24
F 1.39 6.43 -1.34 0.04
O 1.57 4.69 -0.06 0.12
H 3.27 6.72 1.34 0.14
H 3.58 7.15 -0.28 0.14
H 0.90 6.53 0.66 0.17
O 2.66 -2.37 0.05 0.18
C 3.68 -2.45 -0.56 -0.53
O 4.90 -2.71 -0.07 0.09
C 5.66 -3.36 -1.08 -0.03
C 5.03 -2.76 -2.35 -0.28
F 4.80 -3.73 -3.28 0.05
O 3.74 -2.37 -1.91 0.13
H 6.69 -3.07 -0.89 0.14
H 5.53 -4.44 -1.17 0.15
H 5.63 -1.97 -2.80 0.17
O -4.08 4.80 -3.85 0.19
C -3.07 5.00 -3.28 -0.55
O -2.91 4.94 -1.94 0.08
C -1.53 4.81 -1.64 -0.04
C -0.93 5.50 -2.87 -0.29
F 0.17 4.75 -3.26 0.03
O -1.89 5.34 -3.89 0.14
H -1.29 5.34 -0.72 0.13
H -1.14 3.79 -1.61 0.13
H -0.56 6.51 -2.75 0.16
O -1.91 -2.99 -0.96 0.18
C -1.41 -4.07 -1.03 -0.52
O -0.11 -4.38 -0.93 0.08
C 0.04 -5.77 -0.75 -0.06
C -1.35 -6.23 -0.45 -0.30
F -1.55 -6.26 0.93 0.04
O -2.16 -5.23 -0.97 0.13
H 0.41 -6.28 -1.65 0.15
H 0.57 -6.03 0.16 0.12
H -1.59 -7.23 -0.82 0.17
O 1.65 -4.73 5.80 0.19
C 1.61 -4.52 4.63 -0.55
O 2.63 -4.09 3.90 0.10
C 2.20 -3.91 2.54 -0.04
C 0.91 -4.77 2.53 -0.30
F 1.31 -6.07 2.25 0.04
O 0.51 -4.70 3.85 0.14
H 1.99 -2.88 2.25 0.12
H 2.85 -4.36 1.80 0.13
H 0.15 -4.42 1.84 0.14
O -2.37 1.68 1.63 0.17
C -1.42 1.19 1.12 -0.55
O -1.48 0.11 0.33 0.10
C -0.16 -0.31 0.11 -0.08
C 0.63 1.01 0.14 -0.29
F 0.66 1.58 -1.09 0.07
O -0.21 1.81 0.96 0.13
H 0.21 -1.00 0.88 0.13
H 0.03 -0.87 -0.81 0.12
H 1.64 0.79 0.48 0.16
O -3.86 3.54 5.76 0.19
C -4.45 2.87 4.98 -0.54
O -4.01 1.65 4.58 0.06
C -4.91 1.16 3.58 -0.06
C -6.13 2.00 3.82 -0.30
F -6.96 1.47 4.78 0.05
O -5.58 3.21 4.29 0.14
H -4.45 1.49 2.64 0.12
H -5.04 0.09 3.69 0.13
H -6.78 2.09 2.94 0.17
O -1.11 -0.82 3.85 0.18
C -1.79 -1.71 3.44 -0.54
O -1.40 -2.66 2.62 0.08
C -2.57 -3.22 2.04 -0.06
C -3.60 -3.07 3.12 -0.29
F -3.64 -4.10 4.00 0.08
O -3.12 -1.90 3.76 0.13
H -2.88 -2.65 1.17 0.14
H -2.42 -4.24 1.70 0.13
H -4.59 -2.94 2.69 0.17
O 2.20 4.71 3.42 0.16
C 1.30 4.02 3.78 -0.56
O 1.34 2.78 4.28 0.09
C 0.02 2.28 4.41 -0.05
C -0.84 3.53 4.46 -0.29
F -1.07 3.99 5.70 0.09
O 0.01 4.44 3.74 0.12
H -0.23 1.59 3.61 0.11
H 0.02 1.75 5.36 0.15
H -1.78 3.43 3.93 0.15
O 0.02 -1.49 -3.26 0.16
C 0.80 -2.18 -3.86 -0.58
O 1.23 -3.41 -3.57 0.07
C 1.96 -3.84 -4.79 0.02
C 2.52 -2.47 -5.22 -0.30
F 2.81 -2.57 -6.55 0.08
O 1.43 -1.67 -4.90 0.13
H 2.73 -4.57 -4.57 0.13
H 1.20 -4.20 -5.49 0.15
H 3.36 -2.07 -4.66 0.16
O -1.20 3.70 -7.12 0.19
C -0.69 2.91 -6.41 -0.54
O 0.64 2.65 -6.41 0.08
C 0.90 1.50 -5.61 -0.06
C -0.36 1.38 -4.77 -0.29
F -0.12 2.05 -3.61 0.05
O -1.34 2.04 -5.56 0.13
H 1.11 0.68 -6.30 0.13
H 1.76 1.58 -4.94 0.14
H -0.71 0.37 -4.55 0.15

=====

80
Properties=species:S:1:pos:R:3:lowdin_charge:R:1 method="wB97M-V/def2-TZVPD" homo_ev=-13.1482 e_lumo_ev=-6.84 total_charge=+2
Ir -0.03 0.21 0.71 1.41
O 6.89 -0.40 1.55 -0.04
C 6.36 -0.41 0.25 -0.19
C 4.87 -0.31 0.33 -0.13
C 4.08 -0.38 -0.81 0.03
C 2.71 -0.28 -0.70 -0.08
N 2.11 -0.12 0.49 -0.07
C 2.86 -0.07 1.60 -0.19
C 4.23 -0.16 1.56 0.09
C 2.06 0.07 2.83 -0.17
C 2.58 0.10 4.11 0.09
C 1.72 0.25 5.20 -0.13
C 2.28 0.35 6.59 -0.19
O 3.60 -0.13 6.66 -0.03
C 0.36 0.38 4.95 0.04
C -0.11 0.33 3.65 -0.06
N 0.73 0.17 2.61 -0.07
H 7.85 -0.42 1.52 0.11
H 6.62 -1.32 -0.30 0.15
H 6.73 0.44 -0.34 0.15
H 4.53 -0.50 -1.79 0.14
H 2.07 -0.32 -1.56 0.12
H 4.83 -0.12 2.46 0.13
H 3.64 0.00 4.29 0.13
H 1.61 -0.16 7.29 0.14
H 2.28 1.41 6.87 0.15
H 3.63 -0.95 7.16 0.11
H -0.35 0.52 5.75 0.14
H -1.15 0.46 3.40 0.10
C -1.21 5.15 -0.12 -0.05
C -2.46 4.59 -0.31 -0.03
C -2.65 3.22 -0.21 0.01
C -1.56 2.42 0.08 -0.27
C -0.29 2.98 0.25 -0.07
C -0.11 4.34 0.17 -0.05
N -1.61 1.00 0.19 -0.16
N -2.86 0.42 0.30 -0.05
C -2.17 -1.79 0.21 -0.29
C -2.70 -3.07 0.08 0.05
C -2.00 -4.13 0.61 0.01
C -0.80 -3.89 1.27 -0.01
C -0.33 -2.61 1.35 -0.08
N -1.01 -1.55 0.82 -0.03
H -1.08 6.22 -0.20 0.12
H -3.31 5.22 -0.53 0.12
H -3.62 2.77 -0.35 0.09
H 0.60 2.35 0.45 0.08
H 0.87 4.77 0.31 0.12
H -3.64 -3.18 -0.44 0.15
H -2.39 -5.14 0.52 0.14
H -0.22 -4.69 1.71 0.13
H 0.60 -2.37 1.83 0.11
C -4.92 0.88 -4.48 -0.04
C -5.58 0.83 -3.12 -0.26
C -5.54 1.95 -2.28 -0.04
C -6.14 1.92 -1.04 -0.07
C -6.80 0.77 -0.62 -0.30
C -6.87 -0.34 -1.44 -0.05
C -6.26 -0.30 -2.69 -0.02
S -7.62 0.75 0.95 0.64
O -7.99 -0.61 1.20 -0.28
O -8.55 1.83 0.99 -0.25
N -6.43 1.15 2.02 -0.12
C -5.70 0.09 2.70 -0.20
C -4.63 -0.50 1.78 -0.07
C -3.50 0.46 1.58 -0.38
O -3.10 1.26 2.38 0.12
O -2.90 -0.79 -0.37 0.05
H -5.24 1.76 -5.03 0.09
H -5.18 0.00 -5.07 0.08
H -3.84 0.92 -4.38 0.08
H -5.04 2.85 -2.62 0.12
H -6.14 2.80 -0.40 0.12
H -7.41 -1.22 -1.11 0.12
H -6.33 -1.16 -3.34 0.12
H -6.63 1.99 2.53 0.12
H -6.37 -0.71 3.01 0.12
H -5.24 0.52 3.59 0.13
H -5.07 -0.77 0.82 0.11
H -4.22 -1.42 2.21 0.14

=====

81
Properties=species:S:1:pos:R:3:lowdin_charge:R:1 method="wB97M-V/def2-TZVPD" homo_ev="-9.7158 / -10.0278" multiplicity=2 s_squared=0.759 e_lumo_ev="-4.34 / -4.36" total_charge=+1
Ru -1.33 0.99 -1.11 0.79
Te 2.10 0.65 2.62 1.33
C 2.74 -1.35 2.87 -0.55
C 4.01 -1.74 2.48 -0.13
C 4.37 -3.07 2.64 -0.14
N 3.57 -4.01 3.14 0.07
C 2.37 -3.62 3.55 -0.15
C 1.91 -2.31 3.44 -0.15
C 0.84 0.44 0.97 -0.91
P -0.93 0.47 1.03 0.79
C -1.50 -1.21 1.48 -0.36
C -2.85 -1.42 1.77 -0.12
C -3.33 -2.70 2.03 -0.08
C -2.47 -3.79 1.99 -0.08
C -1.12 -3.59 1.71 -0.07
C -0.64 -2.31 1.46 -0.11
C -1.48 1.43 2.47 -0.36
C -1.82 2.78 2.37 -0.07
C -2.16 3.50 3.50 -0.06
C -2.17 2.89 4.75 -0.07
C -1.84 1.54 4.86 -0.07
C -1.49 0.82 3.73 -0.12
P 1.14 0.39 -0.71 0.84
C 0.87 1.14 -2.36 -0.36
C 0.84 0.42 -3.56 -0.09
C 0.87 1.08 -4.78 -0.07
C 0.98 2.47 -4.82 -0.06
C 1.06 3.19 -3.64 -0.07
C 1.00 2.53 -2.42 -0.11
C 2.96 0.24 -0.85 -0.32
C 3.68 1.43 -0.65 -0.12
C 5.05 1.45 -0.81 -0.06
C 5.73 0.30 -1.20 -0.07
C 5.02 -0.88 -1.41 -0.07
C 3.64 -0.91 -1.23 -0.07
H 4.70 -1.03 2.06 0.09
H 5.36 -3.40 2.33 0.11
H 1.74 -4.39 3.98 0.11
H 0.92 -2.06 3.81 0.09
H -3.52 -0.57 1.88 0.11
H -4.38 -2.84 2.29 0.11
H -2.84 -4.78 2.21 0.11
H -0.44 -4.43 1.71 0.11
H 0.41 -2.16 1.27 0.09
H -1.81 3.26 1.40 0.08
H -2.43 4.54 3.41 0.11
H -2.44 3.45 5.63 0.11
H -1.84 1.06 5.83 0.11
H -1.23 -0.22 3.84 0.10
H 0.81 -0.66 -3.58 0.10
H 0.85 0.51 -5.69 0.11
H 1.03 2.98 -5.78 0.11
H 1.16 4.27 -3.66 0.12
H 1.03 3.11 -1.50 0.12
H 3.17 2.33 -0.35 0.10
H 5.60 2.37 -0.64 0.11
H 6.80 0.32 -1.33 0.11
H 5.54 -1.78 -1.71 0.11
H 3.12 -1.84 -1.40 0.10
N -2.15 1.90 -3.04 -0.03
C -2.25 3.36 -2.84 -0.13
C -2.13 3.78 -1.37 -0.64
O -2.63 4.82 -1.00 0.07
O -1.42 2.98 -0.62 -0.24
H -1.57 1.69 -3.84 0.07
H -3.07 1.53 -3.26 0.07
H -3.15 3.78 -3.28 0.12
H -1.40 3.83 -3.34 0.10
N -3.68 0.05 -1.15 0.03
N -3.63 -1.29 -1.49 0.02
C -2.48 -1.97 -1.57 -0.33
N -2.60 -3.29 -1.62 0.25
N -1.31 -1.25 -1.57 0.09
N -0.19 -1.96 -1.60 -0.33
O 0.91 -1.38 -1.35 -0.12
O -0.11 -3.14 -1.88 0.12
H -3.92 0.18 -0.17 0.09
H -4.36 0.52 -1.73 0.11
H -4.47 -1.84 -1.34 0.16
H -3.51 -3.71 -1.50 0.14
H -1.80 -3.88 -1.74 0.11